Entry 1:
Here is C36H55FeN4OP2 as an isolated structure at a distorted geometry from the Open Molecules 2025 dataset. Energies are from ωB97M-V/def2-TZVPD.

Geometry (Å):
C1 1.8137 -1.7826 -1.7948
C2 1.8403 0.3967 -2.6240
C3 2.7805 -2.1922 -2.7222
C4 2.6476 -0.0236 -3.7140
C5 3.1482 -1.3059 -3.7353
H1 3.1762 -3.2039 -2.6380
H2 2.9268 0.7209 -4.4580
H3 3.8105 -1.6363 -4.5327
N1 1.2845 -0.5613 -1.8022
P1 -0.2962 -2.4008 -0.0613
P2 1.1586 2.3956 -0.7909
C6 1.3911 -2.7553 -0.6990
H4 1.4475 -3.7935 -1.0585
H5 2.1001 -2.6731 0.1434
C7 1.7683 1.7765 -2.3322
H6 2.1879 2.4574 -3.0886
C8 -0.2398 3.6913 -1.0480
C9 2.7936 3.2056 -0.2594
C10 -1.3845 -3.3594 -1.2897
C11 -0.2970 -3.2119 1.6461
C12 -1.5255 3.1338 -0.4247
H7 -1.3626 2.8367 0.6178
H8 -2.3097 3.9024 -0.4395
H9 -1.9106 2.2662 -0.9732
C13 0.0688 5.0113 -0.3226
H10 0.1277 4.8693 0.7632
H11 0.9856 5.4944 -0.6768
H12 -0.7618 5.7060 -0.5189
C14 -0.4519 3.9317 -2.5468
H13 -1.2456 4.6866 -2.6576
H14 0.4454 4.3255 -3.0417
H15 -0.7672 3.0151 -3.0645
C15 2.6497 3.6357 1.2066
H16 2.3267 2.7960 1.8373
H17 3.6269 3.9720 1.5786
H18 1.9379 4.4557 1.3387
C16 3.9060 2.1547 -0.3747
H19 3.7034 1.2610 0.2226
H20 4.0485 1.8539 -1.4173
H21 4.8346 2.6101 -0.0067
C17 3.1225 4.3810 -1.2161
H22 2.3515 4.5990 -1.9701
H23 3.3083 5.2932 -0.6336
H24 4.0472 4.1647 -1.7712
C18 -1.7235 -3.1406 2.2025
H25 -1.7186 -3.4073 3.2704
H26 -2.1298 -2.1224 2.1219
H27 -2.4124 -3.8267 1.6968
C19 0.6150 -2.3912 2.5725
H28 1.6604 -2.3976 2.2376
H29 0.2731 -1.3500 2.6632
H30 0.5840 -2.8403 3.5794
C20 0.2185 -4.6659 1.6098
H31 0.4922 -4.9583 2.6345
H32 -0.5418 -5.3726 1.2580
H33 1.1198 -4.7726 0.9922
C21 -1.0535 -2.8434 -2.6982
H34 -1.7514 -3.2962 -3.4139
H35 -1.1725 -1.7626 -2.7797
H36 -0.0327 -3.1056 -2.9977
C22 -2.8672 -3.1152 -0.9815
H37 -3.1283 -2.0569 -0.9501
H38 -3.4635 -3.5686 -1.7869
H39 -3.1854 -3.5680 -0.0356
C23 -1.1357 -4.8813 -1.2529
H40 -0.0742 -5.1573 -1.2878
H41 -1.6032 -5.3609 -0.3819
H42 -1.6093 -5.3101 -2.1498
Fe1 -0.7901 -0.0982 -0.1634
C24 0.9675 0.2704 0.4599
O1 1.9471 0.0234 1.0946
N2 -2.1869 0.0122 -1.4538
C25 -2.9261 0.0509 -2.3938
C26 -3.1274 0.3918 -3.7740
C27 -4.4117 0.5219 -4.3463
C28 -1.9803 0.6790 -4.5523
C29 -4.5295 0.9199 -5.6807
H43 -5.2894 0.3388 -3.7312
C30 -2.1121 1.0600 -5.8861
H44 -0.9816 0.6718 -4.0960
C31 -3.3897 1.1876 -6.4571
H45 -5.5188 1.0637 -6.1253
H46 -1.2312 1.2861 -6.4867
H47 -3.5074 1.5229 -7.4863
C32 -1.0679 1.5294 4.9384
C33 -1.6178 1.1187 3.6364
C34 -2.9264 0.8975 3.2290
C35 -2.8914 0.4397 1.9127
N3 -1.5781 0.4145 1.4983
N4 -0.8423 0.8258 2.5874
C36 -4.0515 0.0279 1.1045
H48 -1.6720 2.3492 5.3455
H49 -1.1177 0.7023 5.6595
H50 -0.0295 1.8660 4.8656
H51 -3.8111 1.0321 3.8225
H52 0.1665 0.9726 2.5724
H53 -4.2267 -1.0590 1.1523
H54 -4.9416 0.5223 1.5230
H55 -3.9915 0.3129 0.0498

The molar mass is 677.656 g/mol. As for the calculated total energy: -99189.9057 eV. The energy relative to the best compared isomer or geometry (same formula, charge and spin) comes out at 3.1 kcal/mol. As for the total charge: +1. As for the multiplicity: 5. The lowest unoccupied orbital energy (spin up / spin down) is -2.17 / -3.94 eV. The calculation puts the frontier orbital gap (spin up / spin down) at 0.2379 / 0.1888 hartree. The calculation puts the HOMO energy (spin up / spin down) at -8.645 / -9.080 eV.


Entry 2:
Here is a 18-piece molecular cluster, C58H96F4O54 overall at a distorted geometry from the Open Molecules 2025 dataset. Energies are from ωB97M-V/def2-TZVPD.

Geometry (Å):
C1 -4.7420 0.9386 5.1989
C2 -4.1694 1.0465 3.7973
O1 -4.4964 2.3332 3.3975
C3 -5.4823 2.7424 4.1925
O2 -6.0453 3.8237 4.1458
O3 -5.6943 1.9488 5.2727
F1 -4.7062 0.1977 2.9643
H1 -4.1109 1.0148 6.0844
H2 -5.1537 -0.0691 5.2548
H3 -3.0967 0.8548 3.8218
C4 6.1856 0.0081 -1.1896
C5 4.8816 -0.3381 -1.9525
O4 3.9469 0.4359 -1.2900
C6 4.4397 1.3880 -0.5989
O5 3.8009 2.2549 0.0414
O6 5.7836 1.2258 -0.5973
F2 4.7243 -1.6800 -1.7264
H4 6.9876 0.1515 -1.9138
H5 6.5402 -0.6675 -0.4112
H6 4.9095 -0.1667 -3.0285
C7 5.4129 3.6980 2.0521
C8 5.3927 4.5736 3.2707
O7 6.8013 5.0152 3.3433
C9 7.5952 4.2252 2.5011
O8 8.8413 4.1533 2.4941
O9 6.7980 3.3889 1.8607
F3 4.9644 3.9394 4.3839
H7 5.1242 4.2513 1.1584
H8 4.8480 2.7795 2.2109
H9 4.7260 5.4320 3.1883
C10 -7.1055 -0.8402 -0.5297
C11 -6.9366 -0.1277 0.8260
O10 -7.4283 -1.0424 1.6961
C12 -7.3587 -2.2795 1.2606
O11 -7.3747 -3.2898 1.9572
O12 -7.1366 -2.2038 -0.0292
F4 -7.6923 0.9267 0.8814
H10 -6.2020 -0.6933 -1.1215
H11 -8.0396 -0.6766 -1.0672
H12 -5.9401 0.2018 1.1202
C13 0.9001 6.8998 3.0841
O13 0.6060 5.5795 3.4386
C14 1.3729 4.5902 3.0463
O14 2.4219 4.6840 2.3508
O15 0.8940 3.5117 3.7114
C15 1.6215 2.2610 3.6415
H13 1.6866 7.3478 3.6914
H14 0.0120 7.4915 3.3061
H15 1.2203 6.9491 2.0434
H16 1.7216 2.0286 2.5813
H17 0.9652 1.5087 4.0791
H18 2.6133 2.1807 4.0864
C16 1.7931 2.5102 -2.6896
O16 0.4114 2.1615 -2.8932
C17 -0.6344 3.0639 -2.7666
O17 -0.4383 4.2584 -2.3382
O18 -1.7928 2.5068 -3.2442
C18 -2.9349 3.2669 -3.2924
H19 1.9039 3.4918 -3.1503
H20 2.5022 1.8650 -3.2083
H21 2.0449 2.4647 -1.6300
H22 -3.0786 3.8404 -2.3766
H23 -3.7681 2.5778 -3.4299
H24 -2.9677 3.9488 -4.1421
C19 2.4474 -1.0275 -4.6482
O19 3.7543 -0.9748 -5.0044
C20 4.0978 -1.3850 -6.2027
O20 3.3983 -1.7410 -7.1582
O21 5.3983 -1.4955 -6.1268
C21 6.2682 -2.3010 -6.9819
H25 1.9316 -0.1082 -4.9255
H26 2.4878 -1.1271 -3.5635
H27 1.9825 -1.9091 -5.0895
H28 5.8117 -3.2670 -7.1978
H29 7.2721 -2.4413 -6.5812
H30 6.3440 -1.7509 -7.9198
C22 -4.0671 -4.5680 0.8020
O22 -3.4858 -4.6636 -0.4266
C23 -2.1639 -4.5172 -0.5657
O23 -1.3809 -4.3292 0.3905
O24 -1.8176 -4.7746 -1.8892
C24 -0.4102 -4.6333 -2.1657
H31 -4.2322 -3.5459 1.1428
H32 -3.5282 -5.0386 1.6243
H33 -5.0132 -5.0559 0.5675
H34 -0.3434 -4.3581 -3.2183
H35 0.1255 -5.5375 -1.8767
H36 0.0724 -3.8987 -1.5210
C25 -2.3708 4.5761 2.3852
O25 -3.2679 3.9021 1.4777
C26 -4.3110 4.5454 0.8862
O26 -4.5743 5.7441 1.0756
O27 -4.8254 3.6998 0.0240
C27 -6.0593 4.0835 -0.6178
H37 -1.8845 5.4683 1.9907
H38 -1.6210 3.8350 2.6620
H39 -2.8570 4.8887 3.3093
H40 -6.8858 4.1604 0.0887
H41 -6.2995 3.4238 -1.4516
H42 -5.8546 5.0778 -1.0146
C28 4.5945 1.7301 -8.3259
O28 3.6486 1.6867 -7.2556
C29 2.7879 2.7475 -7.2500
O29 2.7306 3.6486 -8.1261
O30 1.9307 2.6085 -6.1953
C30 0.4845 2.9272 -6.3178
H43 5.0056 2.7252 -8.4961
H44 4.1703 1.2315 -9.1974
H45 5.5496 1.2225 -8.1909
H46 -0.0205 2.3390 -7.0841
H47 0.3043 3.9867 -6.4998
H48 -0.0579 2.7440 -5.3902
C31 -3.0210 -2.8707 -8.0228
O31 -2.8299 -2.0377 -6.9000
C32 -2.0835 -2.3828 -5.8322
O32 -1.4377 -3.4126 -5.6426
O33 -2.1046 -1.3605 -5.0061
C33 -1.3637 -1.4112 -3.8222
H49 -2.9928 -2.2575 -8.9236
H50 -3.9012 -3.5112 -7.9668
H51 -2.2407 -3.6119 -8.1955
H52 -1.5842 -2.2515 -3.1639
H53 -1.5414 -0.4716 -3.2991
H54 -0.2864 -1.4621 -3.9802
C34 2.4607 5.5504 -0.8262
O34 1.8099 6.6313 -0.1263
C35 1.3778 7.6901 -0.7653
O35 1.5884 8.0084 -1.9247
O36 0.7386 8.3751 0.2340
C36 0.3224 9.7454 -0.0052
H55 3.4709 5.8909 -1.0536
H56 2.0033 5.2150 -1.7570
H57 2.7195 4.7735 -0.1068
H58 -0.1334 10.0737 0.9288
H59 -0.3834 9.8164 -0.8328
H60 1.1712 10.3770 -0.2675
C37 2.5085 -2.3032 5.1870
O37 1.6541 -2.8961 6.1378
C38 1.8314 -2.7263 7.4611
O38 2.8645 -2.3300 7.9280
O39 0.7388 -2.9406 8.1397
C39 0.8572 -2.9303 9.5602
H61 2.7392 -2.8831 4.2934
H62 3.5008 -2.0354 5.5500
H63 2.1478 -1.3032 4.9460
H64 1.1115 -1.9889 10.0471
H65 1.6288 -3.6408 9.8569
H66 -0.0495 -3.3035 10.0365
C40 5.2377 -2.8923 1.4439
O40 6.0544 -1.8167 1.7269
C41 5.6296 -0.8490 2.6526
O41 4.4633 -0.6964 2.9959
O42 6.6245 0.0640 2.9385
C42 6.5331 0.8829 4.1467
H67 4.1861 -2.6109 1.5002
H68 5.4666 -3.5691 2.2671
H69 5.4971 -3.4075 0.5190
H70 6.4825 0.2652 5.0433
H71 5.8304 1.7130 4.2195
H72 7.4819 1.4172 4.1965
C43 -4.7839 -5.2567 -4.0443
C44 -5.3428 -3.9830 -3.2788
C45 -4.4942 -2.7996 -3.0677
O43 -5.1768 -1.7379 -3.7687
C46 -6.3575 -2.1326 -4.1718
O44 -7.1764 -1.4740 -4.8049
O45 -6.5294 -3.4300 -3.8702
H73 -3.8577 -5.6226 -3.6012
H74 -4.4883 -5.0144 -5.0650
H75 -5.5116 -6.0678 -4.0710
H76 -5.6749 -4.3360 -2.3025
H77 -3.5875 -2.9586 -3.6515
H78 -4.3604 -2.7141 -1.9893
C47 -2.9082 -5.1247 4.6593
C48 -2.6483 -3.7601 4.0975
C49 -3.6161 -2.6744 4.5474
O46 -2.7909 -1.5751 4.9708
C50 -1.5355 -1.9743 4.9125
O47 -0.6503 -1.2769 5.3268
O48 -1.4210 -3.2428 4.4682
H79 -2.9586 -5.2687 5.7385
H80 -2.0727 -5.7337 4.3139
H81 -3.6982 -5.6866 4.1611
H82 -2.4158 -3.8544 3.0368
H83 -4.3611 -3.0345 5.2569
H84 -3.9997 -2.3802 3.5705
C51 1.0117 -5.7508 3.5302
C52 1.9869 -5.6160 2.3523
C53 1.4538 -6.2377 1.0892
O49 1.9337 -5.4361 0.0545
C54 1.8883 -4.2202 0.5475
O50 1.8158 -3.2238 -0.1336
O51 1.9210 -4.2461 1.8993
H85 -0.0305 -5.4612 3.3958
H86 1.4409 -5.1456 4.3287
H87 0.9835 -6.8035 3.8115
H88 2.9860 -5.8532 2.7180
H89 0.3655 -6.2062 1.0381
H90 1.7905 -7.2366 0.8117
C55 0.7221 0.3215 -0.0293
C56 -0.3149 -0.8375 0.2983
C57 -0.8413 -0.9117 1.6948
O52 -2.2280 -0.8346 1.5324
C58 -2.5629 -0.6654 0.1667
O53 -3.6626 -0.6032 -0.3473
O54 -1.4479 -0.5759 -0.5121
H91 1.6998 -0.1013 0.2018
H92 0.6899 1.2811 0.4866
H93 0.8444 0.3640 -1.1116
H94 0.0048 -1.8618 0.1070
H95 -0.5402 0.0100 2.1927
H96 -0.4073 -1.7758 2.1978

The molar mass is 1733.344 g/mol. As for the calculated total energy: -183132.9410 eV. As for the total charge: 0. The lowest unoccupied orbital energy is 0.04 eV. The calculation puts the frontier orbital gap at 0.3814 hartree. The calculation puts the HOMO energy at -10.342 eV.


Entry 3:
Here is a 2-piece molecular cluster, CH7OS overall at a distorted geometry from the Open Molecules 2025 dataset. Energies are from ωB97M-V/def2-TZVPD.

Geometry (Å):
O1 -0.8114 0.9212 3.3276
H1 1.0154 -1.5732 -1.8980
H2 -1.2743 0.2936 3.8381
H3 -0.5889 1.6903 3.8535
C1 0.6775 0.2252 -0.2925
S1 0.1371 -0.5574 -1.8180
H4 1.7468 0.3599 -0.1865
H5 0.2230 1.2177 -0.3627
H6 0.2770 -0.2165 0.6177
H7 -0.9789 -1.1594 -1.3623

The molar mass is 67.133 g/mol. As for the calculated total energy: -14024.9780 eV. The energy relative to the best compared isomer or geometry (same formula, charge and spin) comes out at 13.8 kcal/mol. As for the total charge: +1. The lowest unoccupied orbital energy is -4.38 eV. The calculation puts the frontier orbital gap at 0.3752 hartree. The calculation puts the HOMO energy at -14.586 eV.


- Look up the calculated total energy of the third one.
  -14024.9780 eV


Please write out number 3 again, unchanged.
Here is a 2-piece molecular cluster, CH7OS overall at a distorted geometry from the Open Molecules 2025 dataset. Energies are from ωB97M-V/def2-TZVPD.

Geometry (Å):
O1 -0.8114 0.9212 3.3276
H1 1.0154 -1.5732 -1.8980
H2 -1.2743 0.2936 3.8381
H3 -0.5889 1.6903 3.8535
C1 0.6775 0.2252 -0.2925
S1 0.1371 -0.5574 -1.8180
H4 1.7468 0.3599 -0.1865
H5 0.2230 1.2177 -0.3627
H6 0.2770 -0.2165 0.6177
H7 -0.9789 -1.1594 -1.3623

The molar mass is 67.133 g/mol. As for the calculated total energy: -14024.9780 eV. The energy relative to the best compared isomer or geometry (same formula, charge and spin) comes out at 13.8 kcal/mol. As for the total charge: +1. The lowest unoccupied orbital energy is -4.38 eV. The calculation puts the frontier orbital gap at 0.3752 hartree. The calculation puts the HOMO energy at -14.586 eV.


- calculated total energy of number 2 (C58H96F4O54)?
  -183132.9410 eV


- Which value of calculated total energy does entry 2 give?
  -183132.9410 eV